[1]
Below is the ion C5H12N2 with charge -1, with properties calculated with ωB97M-V with the def2-TZVPD basis set.

Calculated values
relative energy (zero: lowest compared OMol25 entry of this formula, charge and spin) = 1.786 eV
⟨S²⟩ = 0.75
spin multiplicity = 2
HOMO energy (alpha / beta) = 1.4844 / -4.5352 eV
F_max = 2.470 eV/A
net charge = -1

XYZ file:
```
19
Properties=species:S:1:pos:R:3:lowdin_spin:R:1
C -0.8371 0.6822 0.0990 0.173
C -0.7394 0.5053 1.6002 0.025
C -0.8682 -1.0276 1.7475 0.063
C 0.0383 -1.8907 2.2125 0.038
N 0.2760 0.0823 -0.6138 0.013
C 1.1336 0.8572 -1.5346 0.123
N 0.8833 0.5892 -2.9111 0.102
H -1.7799 0.3104 -0.3786 0.097
H -0.7930 1.7534 -0.1693 0.041
H -1.4003 1.0266 2.3071 0.020
H 0.2738 0.8008 1.9417 0.002
H -1.7590 -1.3808 1.1985 0.047
H -0.0591 -2.9139 1.8886 0.018
H 0.8586 -1.5434 2.8355 0.001
H 0.0119 -0.8505 -0.8912 0.054
H 0.8697 1.9098 -1.3185 0.026
H 2.1754 0.7301 -1.1983 0.010
H 0.9406 -0.3923 -3.1236 0.053
H 0.2092 1.2064 -3.3310 0.092
```

***

[2]
Below is a structure of composition C15H31ClO4P2Ru, with properties calculated with ωB97M-V with the def2-TZVPD basis set.

Calculated values
relative energy (zero: lowest compared OMol25 entry of this formula, charge and spin) = 4.366 eV
⟨S²⟩ = 6.05
spin multiplicity = 5
HOMO energy (alpha / beta) = -13.2122 / -13.7622 eV
F_max = 4.907 eV/A
net charge = +2

XYZ file:
```
54
Properties=species:S:1:pos:R:3:lowdin_spin:R:1
P 0.7309 2.4420 -0.3966 0.108
P 0.8389 -0.5994 -2.6272 0.008
C 1.6128 2.1136 -2.0169 0.027
C 0.9545 1.1878 -3.0728 0.000
H 2.6342 1.7718 -1.7716 0.000
H 1.7003 3.1357 -2.4328 0.006
H -0.0579 1.5587 -3.3228 0.000
H 1.5629 1.1992 -3.9907 0.001
C 2.5369 -1.2252 -2.8729 0.002
H 2.5779 -2.2769 -2.5666 0.000
H 3.2393 -0.6578 -2.2530 0.000
H 2.8490 -1.1544 -3.9166 0.000
C -0.1809 -1.2851 -4.0081 0.001
H 0.4092 -1.3589 -4.9347 0.000
H -1.0642 -0.6435 -4.1898 0.000
H -0.5228 -2.2969 -3.7312 0.000
C 1.8917 3.6511 0.3261 0.020
H 1.5852 3.9270 1.3419 0.000
H 1.8897 4.5449 -0.3064 0.004
H 2.9116 3.2407 0.3497 0.000
C -0.6906 3.4100 -0.9108 0.004
H -1.2722 2.8990 -1.6790 0.000
H -0.3394 4.3545 -1.3184 0.001
H -1.3277 3.6173 -0.0544 0.000
Ru -0.8709 -0.5020 1.9721 2.647
C -1.1469 -2.0482 0.1289 0.103
C 0.1285 -1.9763 0.7141 0.040
C 1.3774 -1.1762 0.4694 0.008
C 1.5767 0.1579 1.2086 0.040
C 0.4017 1.1790 1.1515 0.075
C -1.0003 0.9795 0.5839 0.246
C -1.2793 0.3121 -0.7498 0.036
C -1.9545 -1.0855 -0.6841 0.028
C -2.2153 -0.8416 4.5742 0.291
H -1.7089 -2.9724 0.3458 0.005
H 0.3666 -2.8622 1.3069 0.009
H 1.5947 -1.0409 -0.6164 0.001
H 2.2119 -1.8070 0.8495 0.000
H 1.8003 -0.1043 2.2806 0.006
H 2.5223 0.6034 0.7744 0.005
H 0.5302 2.0424 1.8488 0.007
H -1.7044 1.7937 0.8095 0.027
H -0.2892 0.2105 -1.2903 0.002
H -1.9110 0.9498 -1.3987 0.003
H -2.9424 -1.0047 -0.1503 0.004
H -2.1741 -1.4287 -1.7277 0.004
H -3.3189 -0.7430 4.5253 0.008
H -1.6610 -0.2242 5.3114 0.014
H -2.1484 -2.1775 5.1992 0.025
O -2.1004 -3.0339 5.8282 0.088
Cl -1.8683 -4.2670 4.6898 -0.001
O -2.4301 -5.4168 5.3626 0.009
O -2.6572 -3.8323 3.5400 -0.001
O -1.5982 -1.2388 3.4983 0.090
```

***

[3]
Below is a cluster of 2 separate species, C4H12N2O in total, with properties calculated with ωB97M-V with the def2-TZVPD basis set.

Calculated values
relative energy (zero: lowest compared OMol25 entry of this formula, charge and spin) = 4.142 eV
HOMO energy = -8.7290 eV
F_max = 5.818 eV/A
structure (SMILES) = C=NCCCN.O

XYZ file:
```
19
Properties=species:S:1:pos:R:3:lowdin_charge:R:1
C 0.0111 0.8039 -0.4306 -0.208
C 0.8644 0.0067 0.6642 -0.219
C 1.0800 -1.4287 0.2875 -0.253
C -0.2784 -3.3283 0.3084 -0.051
N -0.3829 -1.9766 0.3344 -0.012
N 0.7738 1.8463 -1.3257 -0.017
H -0.8330 1.3220 -0.0080 0.066
H -0.1881 0.0248 -1.0775 0.050
H 1.7831 0.5992 0.6763 0.097
H 0.2912 0.1356 1.5714 0.097
H 1.6515 -1.7229 1.0771 0.059
H 1.5839 -1.7914 -0.7229 0.154
H -1.1301 -4.0971 0.2078 0.083
H 0.6814 -3.6403 -0.1290 0.049
H 1.3884 1.3491 -2.0073 0.060
H 1.2721 2.4618 -0.7077 0.030
H -3.3709 3.5656 -0.0662 0.095
H -2.7233 2.7634 1.1315 0.059
O -2.4742 3.1070 0.2164 -0.140
```

***

[4]
Below is a cluster of 2 separate species, C2H2ClNO3 in total, with properties calculated with ωB97M-V with the def2-TZVPD basis set.

Calculated values
relative energy (zero: lowest compared OMol25 entry of this formula, charge and spin) = 0.145 eV
HOMO energy (alpha / beta) = -10.0828 / -10.0830 eV
F_max = 3.830 eV/A
structure (SMILES) = O=NCCl.O=C=O

XYZ file:
```
9
Properties=species:S:1:pos:R:3:lowdin_charge:R:1
C -0.3431 -2.0117 0.7839 -0.520
C 0.5466 0.9360 -0.4492 -0.555
N -0.6558 0.8925 -1.1697 -0.063
O -0.8911 -1.8801 1.7563 0.205
O 0.1443 -2.1004 -0.2662 0.175
O -1.7127 1.1417 -0.5749 -0.001
Cl 0.4881 0.7802 1.3743 0.608
H 1.3821 0.3922 -0.8868 0.093
H 1.0416 1.8496 -0.5679 0.058
```

***

[5]
Below is the ion C4H9N2 with charge +1, with properties calculated with ωB97M-V with the def2-TZVPD basis set.

Calculated values
relative energy (zero: lowest compared OMol25 entry of this formula, charge and spin) = 3.578 eV
HOMO energy = -15.0145 eV
F_max = 4.054 eV/A
structure (SMILES) = C=[N+]=CCNC
net charge = +1

XYZ file:
```
15
Properties=species:S:1:pos:R:3:lowdin_charge:R:1
C 1.5081 0.7721 0.3250 -0.064
C 0.1928 1.1419 -0.2915 -0.139
C 1.1587 -1.3477 -0.3109 0.095
C -1.6520 -0.2956 0.4937 -0.057
N 1.9174 -0.3442 0.0074 0.070
N -0.5803 -0.0635 -0.4207 -0.109
H 2.0942 1.5906 0.9314 0.189
H -0.3266 1.6741 0.4954 0.125
H 0.4478 1.7924 -1.1635 0.166
H 1.3296 -1.7908 -1.3905 0.177
H 0.6826 -1.7579 0.5415 0.102
H -2.6316 -0.0165 0.1386 0.097
H -1.6589 -1.4674 0.6633 0.146
H -1.6174 0.3275 1.3285 0.073
H -0.8644 -0.2150 -1.3479 0.129
```

***

[6]
Below is a cluster of 2 separate species, CH6N2S in total, with properties calculated with ωB97M-V with the def2-TZVPD basis set.

Calculated values
relative energy (zero: lowest compared OMol25 entry of this formula, charge and spin) = 3.566 eV
HOMO energy (alpha / beta) = -7.8591 / -7.8601 eV
F_max = 2.537 eV/A

XYZ file:
```
10
Properties=species:S:1:pos:R:3:lowdin_charge:R:1
C 1.2681 0.3835 -0.2611 -0.309
N -1.6539 -1.0817 0.0382 -0.501
N 0.4984 1.4957 0.0940 -0.064
S -2.2143 0.4618 -0.0224 0.617
H 0.8861 -0.5773 0.1299 0.049
H 1.3399 0.3358 -1.3485 0.066
H 2.2836 0.4994 0.1522 0.088
H -1.4313 -1.5270 0.9174 0.032
H -1.3149 -1.5303 -0.7977 0.028
H 0.3384 1.5402 1.0979 -0.006
```

***

Q: F_max of number 4 (C2H2ClNO3)?
A: 3.830 eV/A

***

Q: Which of these has the lowest relative energy (zero: lowest compared OMol25 entry of this formula, charge and spin)?
A: C2H2ClNO3

***

Repeat the second record exactly.
Below is a structure of composition C15H31ClO4P2Ru, with properties calculated with ωB97M-V with the def2-TZVPD basis set.

Calculated values
relative energy (zero: lowest compared OMol25 entry of this formula, charge and spin) = 4.366 eV
⟨S²⟩ = 6.05
spin multiplicity = 5
HOMO energy (alpha / beta) = -13.2122 / -13.7622 eV
F_max = 4.907 eV/A
net charge = +2

XYZ file:
```
54
Properties=species:S:1:pos:R:3:lowdin_spin:R:1
P 0.7309 2.4420 -0.3966 0.108
P 0.8389 -0.5994 -2.6272 0.008
C 1.6128 2.1136 -2.0169 0.027
C 0.9545 1.1878 -3.0728 0.000
H 2.6342 1.7718 -1.7716 0.000
H 1.7003 3.1357 -2.4328 0.006
H -0.0579 1.5587 -3.3228 0.000
H 1.5629 1.1992 -3.9907 0.001
C 2.5369 -1.2252 -2.8729 0.002
H 2.5779 -2.2769 -2.5666 0.000
H 3.2393 -0.6578 -2.2530 0.000
H 2.8490 -1.1544 -3.9166 0.000
C -0.1809 -1.2851 -4.0081 0.001
H 0.4092 -1.3589 -4.9347 0.000
H -1.0642 -0.6435 -4.1898 0.000
H -0.5228 -2.2969 -3.7312 0.000
C 1.8917 3.6511 0.3261 0.020
H 1.5852 3.9270 1.3419 0.000
H 1.8897 4.5449 -0.3064 0.004
H 2.9116 3.2407 0.3497 0.000
C -0.6906 3.4100 -0.9108 0.004
H -1.2722 2.8990 -1.6790 0.000
H -0.3394 4.3545 -1.3184 0.001
H -1.3277 3.6173 -0.0544 0.000
Ru -0.8709 -0.5020 1.9721 2.647
C -1.1469 -2.0482 0.1289 0.103
C 0.1285 -1.9763 0.7141 0.040
C 1.3774 -1.1762 0.4694 0.008
C 1.5767 0.1579 1.2086 0.040
C 0.4017 1.1790 1.1515 0.075
C -1.0003 0.9795 0.5839 0.246
C -1.2793 0.3121 -0.7498 0.036
C -1.9545 -1.0855 -0.6841 0.028
C -2.2153 -0.8416 4.5742 0.291
H -1.7089 -2.9724 0.3458 0.005
H 0.3666 -2.8622 1.3069 0.009
H 1.5947 -1.0409 -0.6164 0.001
H 2.2119 -1.8070 0.8495 0.000
H 1.8003 -0.1043 2.2806 0.006
H 2.5223 0.6034 0.7744 0.005
H 0.5302 2.0424 1.8488 0.007
H -1.7044 1.7937 0.8095 0.027
H -0.2892 0.2105 -1.2903 0.002
H -1.9110 0.9498 -1.3987 0.003
H -2.9424 -1.0047 -0.1503 0.004
H -2.1741 -1.4287 -1.7277 0.004
H -3.3189 -0.7430 4.5253 0.008
H -1.6610 -0.2242 5.3114 0.014
H -2.1484 -2.1775 5.1992 0.025
O -2.1004 -3.0339 5.8282 0.088
Cl -1.8683 -4.2670 4.6898 -0.001
O -2.4301 -5.4168 5.3626 0.009
O -2.6572 -3.8323 3.5400 -0.001
O -1.5982 -1.2388 3.4983 0.090
```